The following is a quantum chemistry calculation of 2 unconnected molecules or ions with the total composition C7H13NO at a distorted geometry, from the Open Molecules 2025 dataset.

Each line ends with the Löwdin charge.
Positions of all 22 atoms, in Å:
H (0.40626, -2.42694, 0.95210)  0.024
H (-0.27442, -0.22009, 2.19154)  0.096
N (0.62781, 1.63983, -1.58722)  0.007
C (1.25032, -1.77446, 0.74598)  -0.045
O (-0.72705, 0.57548, 1.87868)  0.039
H (-1.39815, -1.82761, 0.83578)  0.049
H (1.01346, -0.24060, -2.34252)  0.121
H (-0.53067, 1.52305, -1.19946)  0.086
C (1.22397, 0.44458, -1.52748)  -0.248
H (2.65439, 0.93604, 0.03932)  0.113
H (-2.46486, 1.31225, -0.78031)  0.085
H (-2.93156, -0.98343, 1.11930)  0.099
C (-1.31202, 0.31978, 0.68096)  -0.427
C (-1.60795, 1.40651, -0.12340)  -0.044
H (2.15572, -2.12379, 1.24451)  0.055
H (-1.50607, 2.38486, 0.33159)  0.088
H (-2.27605, -1.15637, -0.53075)  0.093
H (0.97046, 2.25820, -0.85407)  0.081
C (1.22471, -0.69525, -0.01488)  -0.182
C (-2.01617, -0.99272, 0.51423)  -0.028
C (2.33588, 0.09276, -0.57529)  -0.171
H (3.18200, -0.45211, -0.99861)  0.108

Summary:
- Largest force on an atom: 0.048 Eh/bohr
- Lowest unoccupied orbital energy: 0.0334 Ha
- SMILES string: C=C1C[C@@H]1N.C=C(C)O
- Total charge: 0